# 1
DFT (wB97M-V/def2-TZVPD) results for C25H20BF4P2S2Tc as an isolated structure.

## Properties
- LUMO energy (spin up / spin down) (eV) = -4.93 / -4.64
- HOMO (spin up / spin down) (eV) = -12.231 / -12.316
- energy above the lowest of the compared OMol25 structures with the same formula, charge and spin (kcal/mol) = 0.0
- calculated total energy (hartree) = -2948.89725

```
! wB97M-V def2-TZVPD RIJCOSX def2/J DEFGRID3
* xyz 1 4
Tc -0.01 -0.54 -0.02
S 2.39 0.06 0.06
P 1.60 1.93 0.25
C -0.03 1.39 -0.04
P -1.68 1.91 -0.20
S -2.39 0.01 -0.35
C -2.29 2.79 1.22
C -3.38 2.29 1.93
C -3.87 3.00 3.02
C -3.26 4.19 3.39
C -2.17 4.69 2.68
C -1.69 3.99 1.59
C -1.95 2.90 -1.65
C -0.98 2.97 -2.65
C -1.24 3.70 -3.80
C -2.46 4.35 -3.95
C -3.42 4.27 -2.95
C -3.17 3.56 -1.79
C 1.75 2.60 1.90
C 0.91 2.12 2.91
C 1.06 2.59 4.20
C 2.04 3.53 4.49
C 2.87 4.01 3.49
C 2.73 3.55 2.19
C 2.22 3.11 -0.93
C 3.05 2.67 -1.96
C 3.48 3.58 -2.92
C 3.06 4.90 -2.86
C 2.22 5.34 -1.84
C 1.80 4.44 -0.87
H -3.83 1.34 1.64
H -4.71 2.62 3.57
H -3.64 4.74 4.25
H -1.70 5.61 2.98
H -0.85 4.38 1.03
H -0.04 2.45 -2.54
H -0.49 3.76 -4.58
H -2.66 4.91 -4.85
H -4.37 4.78 -3.07
H -3.92 3.51 -1.01
H 0.16 1.37 2.69
H 0.42 2.21 4.99
H 2.15 3.90 5.50
H 3.63 4.75 3.72
H 3.38 3.92 1.41
H 3.37 1.64 -2.00
H 4.13 3.26 -3.72
H 3.39 5.61 -3.61
H 1.90 6.37 -1.79
H 1.16 4.78 -0.06
F 0.45 -2.53 -0.79
B -0.15 -3.31 0.33
F -0.25 -2.13 1.34
F 0.69 -4.23 0.81
F -1.41 -3.66 0.01
*
```



# 2
DFT (wB97M-V/def2-TZVPD) results for C25H20BLuN9 as an isolated structure.

## Properties
- LUMO energy (eV) = -4.14
- HOMO (eV) = -10.804
- energy above the lowest of the compared OMol25 structures with the same formula, charge and spin (kcal/mol) = 8.6
- calculated total energy (hartree) = -2717.77434

```
! wB97M-V def2-TZVPD RIJCOSX def2/J DEFGRID3
* xyz 1 1
Lu -4.44 10.18 15.89
C -0.48 8.17 15.33
C -1.19 9.43 15.35
N -2.37 9.33 15.99
N -2.50 7.97 16.39
C -1.35 7.31 16.02
B -3.41 7.61 17.61
N -4.82 7.30 17.06
C -5.62 6.26 17.31
C -6.81 6.42 16.53
C -6.64 7.62 15.82
N -5.46 8.19 16.17
N -3.58 8.81 18.62
C -3.44 8.87 19.95
C -4.01 10.03 20.39
C -4.50 10.66 19.21
N -4.11 9.94 18.12
H 0.53 7.96 14.86
H -0.67 10.31 14.97
H -1.23 6.33 16.38
H -3.00 6.62 18.26
H -5.45 5.58 18.13
H -7.56 5.68 16.33
H -7.32 8.15 15.11
H -2.96 8.03 20.46
H -4.12 10.38 21.40
H -5.07 11.55 19.13
N -9.82 15.98 9.21
C -9.03 15.41 9.83
C -8.08 14.67 10.51
C -7.11 15.27 11.40
C -6.52 14.44 12.33
C -6.68 13.06 12.32
C -7.55 12.48 11.40
C -8.29 13.26 10.60
C -5.95 12.21 13.28
C -5.28 11.04 12.82
C -5.25 10.59 11.47
C -4.83 9.23 11.48
C -4.55 8.95 12.82
N -4.68 10.04 13.62
C -6.11 12.61 14.69
C -7.10 13.48 15.28
C -6.63 13.85 16.57
C -5.39 13.23 16.73
N -5.14 12.40 15.68
H -7.02 16.38 11.34
H -5.81 14.83 13.03
H -7.70 11.42 11.42
H -9.00 12.86 9.88
H -5.26 11.25 10.59
H -4.65 8.66 10.59
H -4.14 8.04 13.17
H -7.96 13.84 14.79
H -7.07 14.51 17.31
H -4.52 13.43 17.41
*
```



# 3
DFT (wB97M-V/def2-TZVPD) results for C25H20IrO4P2S2Se as an isolated structure.

## Properties
- LUMO energy (eV) = 2.25
- HOMO (eV) = -4.769
- energy above the lowest of the compared OMol25 structures with the same formula, charge and spin (kcal/mol) = 5.1
- calculated total energy (hartree) = -5250.51357

```
! wB97M-V def2-TZVPD RIJCOSX def2/J DEFGRID3
* xyz -1 1
Ir 0.04 -3.20 0.07
S -2.41 -2.78 0.26
P -1.58 -0.96 0.32
C -0.01 -1.42 0.83
P 1.60 -0.95 0.56
S 2.39 -2.80 0.46
C 2.29 0.17 1.82
C 3.58 0.68 1.71
C 4.08 1.50 2.70
C 3.30 1.83 3.80
C 2.01 1.33 3.91
C 1.51 0.49 2.92
C 1.88 -0.01 -0.96
C 2.34 -0.64 -2.11
C 2.45 0.08 -3.30
C 2.09 1.42 -3.33
C 1.63 2.06 -2.18
C 1.53 1.34 -1.00
C -1.69 -0.19 -1.33
C -2.58 0.85 -1.60
C -2.70 1.35 -2.89
C -1.94 0.81 -3.92
C -1.08 -0.25 -3.66
C -0.96 -0.75 -2.38
C -2.33 0.25 1.44
C -3.23 -0.18 2.41
C -3.70 0.70 3.37
C -3.28 2.02 3.38
C -2.37 2.46 2.42
C -1.91 1.58 1.45
H 4.19 0.43 0.85
H 5.09 1.90 2.62
H 3.69 2.48 4.57
H 1.40 1.58 4.77
H 0.51 0.07 3.01
H 2.58 -1.69 -2.08
H 2.80 -0.41 -4.19
H 2.17 1.98 -4.26
H 1.35 3.10 -2.21
H 1.18 1.84 -0.10
H -3.18 1.27 -0.81
H -3.39 2.16 -3.08
H -2.04 1.20 -4.92
H -0.51 -0.70 -4.46
H -0.33 -1.62 -2.20
H -3.54 -1.22 2.41
H -4.40 0.35 4.13
H -3.64 2.71 4.13
H -2.04 3.49 2.42
H -1.20 1.93 0.70
O 0.32 -4.12 -1.74
Se -0.37 -5.65 -1.36
O 0.64 -6.86 -1.69
O -0.37 -5.23 0.29
O -1.85 -5.78 -1.96
*
```



# 4
DFT (wB97M-V/def2-TZVPD) results for C25H20MnN9O7S4 as an isolated structure.

## Properties
- LUMO energy (spin up / spin down) (eV) = 1.16 / 1.17
- HOMO (spin up / spin down) (eV) = -3.957 / -4.112
- energy above the lowest of the compared OMol25 structures with the same formula, charge and spin (kcal/mol) = 4.8
- calculated total energy (hartree) = -4727.99560

```
! wB97M-V def2-TZVPD RIJCOSX def2/J DEFGRID3
* xyz -1 6
Mn -0.80 -0.45 0.51
N 2.63 -2.13 -0.67
C 2.30 -2.24 0.63
N 1.36 -1.59 1.24
C 1.25 -1.96 2.57
C 2.08 -2.96 2.96
S 3.09 -3.46 1.64
C 0.30 -1.24 3.41
C 0.34 -1.09 4.75
S -0.93 -0.03 5.27
C -1.42 0.15 3.60
N -0.71 -0.55 2.78
N -2.53 0.84 3.26
H 2.43 -1.25 -1.13
H 3.52 -2.51 -0.95
H 2.18 -3.42 3.93
H 1.02 -1.52 5.47
H -2.75 1.65 3.81
H -2.65 0.97 2.25
S -3.16 0.23 -0.28
C -2.75 0.96 -1.80
C -3.65 1.88 -2.36
C -3.51 2.35 -3.66
C -4.42 3.32 -4.16
N -5.16 4.12 -4.55
C -2.46 1.87 -4.46
C -1.51 1.03 -3.89
C -1.60 0.62 -2.55
S -0.27 -0.31 -1.92
C -2.37 2.19 -5.84
N -2.29 2.41 -6.97
H -4.48 2.22 -1.75
H -0.68 0.67 -4.48
C -0.16 -3.89 -1.49
N -0.55 -4.39 -0.18
C -0.27 -5.79 0.09
C -1.14 -3.60 0.72
C -1.62 -4.25 2.00
O -1.31 -2.38 0.58
H -0.80 -4.32 -2.27
H 0.88 -4.14 -1.70
H -0.27 -2.81 -1.52
H 0.39 -6.16 -0.69
H -1.19 -6.40 0.08
H 0.22 -5.91 1.05
H -2.16 -5.18 1.80
H -2.29 -3.55 2.49
H -0.78 -4.46 2.66
O -0.36 2.81 2.51
C 0.03 2.34 1.44
O -0.53 1.36 0.84
C 1.19 3.00 0.71
C 1.44 4.34 0.98
C 2.42 5.00 0.25
C 3.15 4.36 -0.72
C 2.91 3.02 -0.96
C 1.92 2.32 -0.26
N 3.70 2.37 -1.97
O 3.52 1.19 -2.19
O 4.54 3.01 -2.56
N 2.66 6.41 0.49
O 1.99 6.97 1.33
O 3.53 6.97 -0.15
H 0.88 4.86 1.74
H 3.90 4.89 -1.29
H 1.73 1.28 -0.47
*
```



# 5
DFT (wB97M-V/def2-TZVPD) results for C25H21BaClN2O7 as an isolated structure.

## Properties
- LUMO energy (eV) = 4.03
- HOMO (eV) = -2.100
- energy above the lowest of the compared OMol25 structures with the same formula, charge and spin (kcal/mol) = 1.8
- calculated total energy (hartree) = -2087.35243

```
! wB97M-V def2-TZVPD RIJCOSX def2/J DEFGRID3
* xyz -2 1
Ba 0.27 -0.04 -0.21
C 2.12 2.30 0.81
C 2.39 2.50 -0.56
C 3.19 1.44 -1.01
C 3.43 0.58 0.08
C 2.77 1.11 1.20
H 1.51 2.92 1.44
H 2.04 3.33 -1.17
H 3.58 1.32 -2.02
H 4.00 -0.34 0.05
H 2.72 0.66 2.19
O -2.24 -5.72 -2.13
C -3.21 -4.83 -2.09
O -4.37 -5.14 -2.29
C -2.84 -3.44 -1.74
C -3.74 -2.39 -1.73
N -3.06 -1.28 -1.41
N -1.77 -1.53 -1.22
C -1.60 -2.83 -1.42
C -0.20 -3.40 -1.28
O -0.05 -4.61 -1.56
O 0.69 -2.60 -0.91
H -1.32 -5.28 -1.96
H -4.80 -2.38 -1.93
H -3.35 -0.28 -1.42
C -2.51 -0.93 4.64
C -2.69 0.29 4.00
C -2.01 0.56 2.81
C -1.11 -0.34 2.20
C -0.97 -1.55 2.90
C -1.64 -1.85 4.08
H -3.04 -1.15 5.56
H -3.37 1.03 4.42
H -2.19 1.53 2.35
H -0.31 -2.32 2.50
H -1.49 -2.82 4.57
C -4.48 6.36 -0.33
C -3.08 5.97 0.04
C -2.41 6.59 1.08
C -1.11 6.21 1.41
Cl -0.30 7.02 2.73
C -0.47 5.20 0.71
C -1.14 4.57 -0.33
C -2.43 4.96 -0.67
O -3.15 4.43 -1.70
C -2.49 3.50 -2.55
C -2.35 2.09 -1.93
O -3.41 1.46 -1.72
O -1.18 1.71 -1.71
H -4.86 7.13 0.34
H -5.15 5.49 -0.28
H -4.53 6.73 -1.36
H -2.89 7.37 1.65
H 0.53 4.89 0.98
H -0.65 3.75 -0.85
H -1.50 3.88 -2.82
H -3.11 3.43 -3.44
*
```



# 6
DFT (wB97M-V/def2-TZVPD) results for a 5-piece molecular cluster, C25H21Cl4F3O2 overall.

## Properties
- LUMO energy (eV) = 0.16
- HOMO (eV) = -8.024
- energy above the lowest of the compared OMol25 structures with the same formula, charge and spin (kcal/mol) = 5.3
- SMILES = ClC(Cl)(Cl)Cl.Oc1ccc(O)cc1.Fc1ccccc1.Fc1ccccc1.Fc1ccccc1
- calculated total energy (hartree) = -3255.98232

```
! wB97M-V def2-TZVPD RIJCOSX def2/J DEFGRID3
* xyz 0 1
Cl 1.13 -0.38 2.94
C 0.34 -1.65 2.00
Cl -0.12 -2.99 3.09
Cl -1.15 -1.21 1.25
Cl 1.54 -2.28 0.86
O 0.86 -1.69 -6.20
C 1.49 -0.53 -6.02
C 0.87 0.32 -5.07
C 1.52 1.55 -4.77
C 2.76 1.76 -5.26
O 3.49 2.85 -4.75
C 3.37 0.91 -6.19
C 2.77 -0.23 -6.57
H -0.06 -1.56 -5.96
H -0.05 0.01 -4.60
H 1.03 2.24 -4.10
H 2.87 3.47 -4.35
H 4.39 1.09 -6.52
H 3.30 -1.02 -7.07
F -6.93 -2.97 -7.24
C -7.08 -1.96 -6.38
C -6.85 -2.13 -5.02
C -7.05 -1.07 -4.15
C -7.51 0.17 -4.62
C -7.66 0.34 -6.03
C -7.43 -0.72 -6.90
H -6.54 -3.12 -4.73
H -6.81 -1.14 -3.10
H -7.77 0.98 -3.96
H -7.96 1.30 -6.41
H -7.79 -0.68 -7.91
F -4.84 3.13 4.54
C -4.13 4.28 5.05
C -3.61 4.26 6.34
C -2.96 5.29 6.81
C -2.94 6.47 6.07
C -3.47 6.53 4.75
C -4.04 5.39 4.28
H -3.62 3.31 6.85
H -2.54 5.15 7.79
H -2.66 7.37 6.59
H -3.44 7.50 4.27
H -4.32 5.27 3.25
F 10.40 -3.29 6.79
C 9.35 -3.87 6.20
C 8.46 -3.05 5.43
C 7.42 -3.72 4.76
C 7.32 -5.08 4.87
C 8.08 -5.90 5.81
C 9.18 -5.24 6.37
H 8.62 -1.98 5.48
H 6.66 -3.20 4.18
H 6.41 -5.42 4.41
H 7.82 -6.93 6.00
H 9.89 -5.91 6.84
*
```



| no. | F_max (eV/A) |
| --- | --- |
| 1 | 1.5 |
| 2 | 4.3 |
| 3 | 1.0 |
| 4 | 3.8 |
| 5 | 0.9 |
| 6 | 5.2 |